Arrangement A

# C2HBrF4S

One molecule with the formula C2HBrF4S (the ωB97M-V functional and the def2-TZVPD basis, the Open Molecules 2025 dataset).

XYZ file:
```
9
Properties=species:S:1:pos:R:3:lowdin_charge:R:1
C -0.42047 -0.03582 0.18662 -0.54
C 0.63196 -0.80204 -0.51949 -0.77
F -1.00541 -0.89668 1.14709 -0.05
F 1.33172 -0.12050 -1.36685 0.17
F 1.60177 -1.11610 0.33921 0.15
F 0.11527 -1.82507 -1.15520 0.20
S 0.31837 1.44494 0.99030 0.49
Br -1.24088 3.02996 0.68614 0.23
H -1.33231 0.32132 -0.30783 0.11
```

Values from the calculation:
gap between HOMO and LUMO: 8.83 eV
structure (SMILES): F[C@@H](SBr)C(F)(F)F

Arrangement B

# C2HBrF4S

A 2-piece molecular cluster, C2HBrF4S overall (the ωB97M-V functional and the def2-TZVPD basis, the Open Molecules 2025 dataset).

XYZ file:
```
9
Properties=species:S:1:pos:R:3:lowdin_charge:R:1
C 0.80546 1.41345 0.06208 -0.77
C 2.55107 0.18628 -0.89276 -0.76
F 1.20696 1.51058 1.28393 0.08
F 1.17742 2.45775 -0.65534 0.07
F 3.07218 1.02596 -1.70919 0.06
F 2.17798 -0.89077 -1.62000 -0.01
S -0.73143 0.58034 -0.27139 0.87
Br 3.90662 -0.34520 0.55675 0.57
H -1.18063 0.52856 0.98546 -0.11
```

Values from the calculation:
gap between HOMO and LUMO (spin up / spin down): 8.62 / 8.62 eV

Short version: arrangement B is the least stable of them.

Arrangement A

# C5H14S

A 2-piece molecular cluster, C5H14S overall (the ωB97M-V functional and the def2-TZVPD basis, the Open Molecules 2025 dataset).

XYZ file:
```
20
Properties=species:S:1:pos:R:3:lowdin_charge:R:1
C -1.31112 1.59747 -0.54881 -0.44
C 0.17549 1.53292 -2.86087 -0.43
S 0.30695 2.19210 -1.16287 0.72
H -1.56763 0.56146 -0.76657 0.03
H -1.23917 1.67938 0.53075 0.01
H -2.11439 2.16616 -1.01991 0.03
H 0.31928 0.45870 -2.94426 0.03
H 0.91088 2.07583 -3.44016 0.02
H -0.80041 1.76980 -3.28390 0.03
C -0.07232 -1.22982 1.48811 -0.33
C 0.91674 -1.02925 2.62740 -0.13
C 0.53114 -1.53961 0.11854 -0.12
H -0.84752 -1.98920 1.61792 0.10
H -0.63894 -0.28832 1.57281 0.08
H 1.46097 -1.95773 2.87527 0.07
H 1.47370 -1.01793 -0.04490 0.07
H 0.52447 -2.62485 0.03391 0.07
H 0.35766 -0.87884 3.55088 0.07
H 1.67143 -0.28498 2.39276 0.07
H -0.05719 -1.19327 -0.73610 0.04
```

Values from the calculation:
gap between HOMO and LUMO: 9.57 eV
structure (SMILES): CCC.CSC

Arrangement B

# C5H14S

A 2-piece molecular cluster, C5H14S overall (the ωB97M-V functional and the def2-TZVPD basis, the Open Molecules 2025 dataset).

XYZ file:
```
20
Properties=species:S:1:pos:R:3:lowdin_charge:R:1
C -0.05998 -0.15146 -1.60075 -0.58
C 0.61511 0.74545 -2.63333 -0.17
C -2.00987 1.69305 -0.87131 -0.44
S -1.85433 0.04461 -1.54371 0.78
H 0.10119 -1.21374 -1.80099 0.07
H 0.35830 0.05602 -0.61194 0.05
H 1.67858 0.52596 -2.70562 0.07
H 0.54827 1.79089 -2.34768 0.06
H -2.49158 1.68854 0.10820 0.03
H -1.04280 2.17488 -0.75778 0.03
H -2.60625 2.33487 -1.52075 0.03
H 0.14349 0.60503 -3.60379 0.07
C 0.97478 -2.00004 2.29874 -0.17
C 0.68044 -0.55171 2.70903 -0.16
H 0.18843 -2.41016 1.67324 0.06
H 1.91283 -2.08997 1.75686 0.06
H 1.06424 -2.65944 3.15921 0.06
H 1.61117 -0.03849 2.93020 0.06
H -0.05981 -0.50446 3.50969 0.07
H 0.24778 -0.03985 1.85249 0.04
```

Values from the calculation:
gap between HOMO and LUMO: 9.40 eV
structure (SMILES): CCSC.CC

Short version: arrangement A is the least stable of them.

Arrangement A

# CH2N2O2

One molecule with the formula CH2N2O2 (the ωB97M-V functional and the def2-TZVPD basis, the Open Molecules 2025 dataset).

XYZ file:
```
7
Properties=species:S:1:pos:R:3:lowdin_charge:R:1
C 0.85885 -0.39666 -0.38442 -0.30
N 0.30710 -0.08533 0.89030 0.03
N -0.47981 0.75306 1.14739 0.02
O 1.87560 0.22623 -0.58483 0.08
O -1.62433 0.83118 0.23960 -0.05
H 0.59245 -1.42733 -0.91943 0.16
H -1.52986 0.09886 -0.38861 0.06
```

Values from the calculation:
gap between HOMO and LUMO: 9.90 eV
structure (SMILES): O=C/N=N\O

Arrangement B

# CH2N2O2

One molecule with the formula CH2N2O2 (the ωB97M-V functional and the def2-TZVPD basis, the Open Molecules 2025 dataset).

XYZ file:
```
7
Properties=species:S:1:pos:R:3:lowdin_charge:R:1
C 0.39639 -0.03971 0.12126 -0.38
N -0.59215 0.77050 0.83908 0.04
N -0.08944 -0.77896 -0.97930 0.05
O -0.14425 1.85955 1.16776 0.01
O 0.04966 -1.35016 0.29027 0.00
H 1.40727 0.21370 0.04338 0.13
H -1.02749 -0.67493 -1.48246 0.15
```

Values from the calculation:
gap between HOMO and LUMO (spin up / spin down): 9.21 / 9.21 eV
structure (SMILES): O=N[C@@H]1NO1

Short version: arrangement B is the least stable of them.

Arrangement A

# CH2N2O2

A 2-piece molecular cluster, CH2N2O2 overall (the ωB97M-V functional and the def2-TZVPD basis, the Open Molecules 2025 dataset).

XYZ file:
```
7
Properties=species:S:1:pos:R:3:lowdin_charge:R:1
C 0.11655 -0.49495 0.74410 -0.09
N -0.90266 -0.70392 1.20550 0.07
N -2.93395 0.00882 -0.92642 -0.12
O -3.96059 -0.43810 -1.30636 0.04
O -2.10168 0.46812 -1.94744 -0.02
H 1.06610 -0.28511 0.32191 0.05
H -1.33441 0.84720 -1.50103 0.07
```

Values from the calculation:
gap between HOMO and LUMO: 10.74 eV
structure (SMILES): O=NO.C#N

Arrangement B

# CH2N2O2

One molecule with the formula CH2N2O2 (the ωB97M-V functional and the def2-TZVPD basis, the Open Molecules 2025 dataset).

XYZ file:
```
7
Properties=species:S:1:pos:R:3:lowdin_charge:R:1
C -1.06009 -0.41026 0.24566 -0.03
N -0.35339 -0.18033 -0.74769 0.12
N 1.03214 0.44690 -0.32544 -0.46
O 1.21402 1.59201 -0.54775 0.10
O 1.79597 -0.37067 0.00514 0.11
H -1.86731 -1.02625 0.12853 0.05
H -0.76134 -0.05140 1.24155 0.10
```

Values from the calculation:
gap between HOMO and LUMO: 11.49 eV
structure (SMILES): C=N[N+](=O)[O-]

Short version: arrangement B is the least stable of them.